1.
# C44H34N6PSeV

A molecular structure, C44H34N6PSeV in a non-equilibrium geometry (wB97M-V/def2-TZVPD, the Open Molecules 2025 dataset).

Geometry as XYZ:
```
87
Properties=species:S:1:pos:R:3:lowdin_spin:R:1
V -0.9529 0.2777 0.2823 2.014
C -0.9310 -3.1129 1.1583 0.005
C -1.5385 -2.2255 2.2000 0.009
C -2.1402 -2.8726 3.2918 -0.001
C -2.9441 -2.1721 4.1541 0.004
C -3.1249 -0.8102 3.9288 -0.001
C -2.5944 -0.2508 2.7890 0.002
N -1.9193 -0.9863 1.8669 -0.001
C -2.7374 1.1960 2.5034 0.005
C -3.3249 2.1032 3.3736 0.000
C -3.3439 3.4425 3.0257 0.003
C -2.7942 3.8573 1.8225 -0.001
C -2.2328 2.9040 0.9908 0.003
N -2.2122 1.6128 1.3434 -0.002
C -1.6989 3.1923 -0.3630 0.001
C -1.5657 4.4867 -0.8177 0.001
C -1.2748 4.6928 -2.1597 0.000
C -1.1821 3.5967 -2.9850 0.002
C -1.2769 2.3063 -2.4583 0.002
C -1.1664 1.1459 -3.3904 0.000
N -1.4682 2.1043 -1.1407 0.007
H -1.7387 -3.5289 0.5535 0.001
H -0.3837 -3.9297 1.6274 0.000
H -0.2511 -2.5791 0.5033 0.003
H -1.9691 -3.9330 3.4242 0.000
H -3.4393 -2.6628 4.9815 0.000
H -3.6970 -0.2191 4.6274 0.000
H -3.7581 1.7834 4.3083 0.000
H -3.7963 4.1667 3.6905 0.000
H -2.8306 4.8981 1.5399 0.000
H -1.7096 5.3263 -0.1545 0.000
H -1.1680 5.6953 -2.5526 0.000
H -1.0280 3.7140 -4.0485 0.000
H -1.2915 1.4853 -4.4163 0.000
H -1.9237 0.3979 -3.1680 0.000
H -0.1854 0.6737 -3.3170 0.000
C 3.9867 2.4793 -2.9823 0.000
C 2.7893 2.9143 -2.4359 0.000
C 1.9368 2.0038 -1.8259 0.000
C 2.2703 0.6532 -1.7602 -0.005
C 3.4913 0.2295 -2.2914 -0.002
C 4.3392 1.1372 -2.9045 0.000
P 1.1351 -0.5456 -0.9993 -0.010
C 2.2854 -1.6068 -0.0649 0.002
C 2.2491 -2.9947 -0.1549 -0.001
C 3.0995 -3.7700 0.6252 0.000
C 3.9924 -3.1654 1.4961 -0.001
C 4.0530 -1.7775 1.5732 0.000
C 3.2095 -1.0039 0.7932 -0.001
C 0.4090 -1.6001 -2.2687 -0.002
C 1.0801 -2.1862 -3.3114 0.002
C 0.3786 -2.9794 -4.2404 -0.003
C -0.9727 -3.1565 -4.1124 0.001
C -1.6935 -2.5488 -3.0568 -0.002
C -3.1043 -2.6629 -2.9397 0.016
C -3.7688 -2.0212 -1.9367 -0.004
C -3.0508 -1.2543 -0.9831 0.008
C -1.6892 -1.1068 -1.0582 -0.070
C -0.9909 -1.7645 -2.1134 0.000
H 4.6526 3.1854 -3.4608 0.000
H 2.5196 3.9620 -2.4818 0.000
H 1.0090 2.3553 -1.3956 0.001
H 3.7881 -0.8093 -2.2113 0.000
H 5.2806 0.7995 -3.3174 0.000
H 1.5680 -3.4790 -0.8438 0.000
H 3.0719 -4.8484 0.5372 0.000
H 4.6612 -3.7705 2.0944 0.000
H 4.7766 -1.3008 2.2231 0.000
H 3.2953 0.0774 0.8278 0.000
H 2.1473 -2.0440 -3.4334 0.000
H 0.9136 -3.4418 -5.0592 0.000
H -1.5133 -3.7578 -4.8339 0.000
H -3.6435 -3.2620 -3.6635 0.001
H -4.8447 -2.1054 -1.8541 -0.001
H -3.6163 -0.7851 -0.1821 0.000
Se 1.6742 -2.0407 4.5004 -0.001
N 2.6109 -0.5692 4.7425 0.002
C 2.2017 0.2855 3.8240 0.000
C 2.7118 1.6049 3.6709 0.004
C 2.1993 2.3562 2.6658 0.000
C 1.2089 1.8010 1.8103 0.008
N 0.6960 0.5996 1.9035 -0.001
C 1.1702 -0.1889 2.9308 0.001
N 0.7454 -1.4140 3.1429 -0.001
H 3.4828 1.9629 4.3409 0.000
H 2.5342 3.3662 2.4777 0.000
H 0.8568 2.4127 0.9822 0.002
```

Properties
E_HOMO (spin up / spin down) = -0.4701 / -0.4744 Ha
2S+1 = 3
frontier orbital gap (spin up / spin down) = 6.5 / 6.5 eV
F_max = 2.6 eV Å⁻¹
energy above the lowest of the compared OMol25 structures with the same formula, charge and spin = 0.0 kJ/mol
charge = +2
expectation value of S² = 2.04
LUMO level (spin up / spin down) = -6.3 / -6.4 eV
total energy = -155432.816 eV

---

2.
# C44H35BCaClN2O10P2

A molecular structure, C44H35BCaClN2O10P2 (wB97M-V/def2-TZVPD, the Open Molecules 2025 dataset).

Geometry as XYZ:
```
96
Properties=species:S:1:pos:R:3:mulliken_charge:R:1
Ca -0.0030 0.5512 0.1903 2.357
C -3.2011 -0.8333 -2.1870 -1.206
C -3.3670 0.1148 -1.0561 0.047
N -2.3777 0.5911 -0.3355 -0.119
C -2.9499 1.4041 0.6277 0.295
C -4.3077 1.3998 0.4576 0.057
N -4.5514 0.5806 -0.6218 0.008
C -5.4812 2.0386 1.1036 0.509
O -5.2462 2.8396 2.1141 -0.573
O -6.5928 1.8090 0.6733 -0.679
C -2.1630 1.9809 1.7845 0.514
O -2.7411 2.8202 2.4921 -0.929
O -1.0176 1.5068 1.9477 -0.756
H -2.1629 -0.8088 -2.5149 0.086
H -3.8394 -0.5658 -3.0295 0.485
H -3.4428 -1.8541 -1.8852 0.234
H -5.4813 0.3989 -0.9678 0.225
H -4.2444 2.8480 2.3284 0.482
O 2.2764 -0.9567 -0.1863 -0.563
P 2.6053 -0.0860 -1.5117 2.076
C 1.1756 0.4303 -2.2727 -1.449
P 0.5175 3.3716 -0.2869 0.037
O 1.4741 2.1823 0.1852 -1.034
C 1.6429 4.4611 -1.2425 0.481
C 2.8942 4.8309 -0.7630 -0.477
C 3.6956 5.6903 -1.4873 -0.602
C 3.2684 6.1847 -2.7135 -0.461
C 2.0318 5.8125 -3.2096 -0.584
C 1.2261 4.9552 -2.4701 -0.130
C 0.3932 4.4405 1.2017 0.295
C -0.2860 5.6510 1.1166 -0.751
C -0.4014 6.4809 2.2173 -0.600
C 0.1631 6.1002 3.4273 -0.461
C 0.8346 4.8924 3.5187 -0.628
C 0.9487 4.0664 2.4121 0.106
C 3.6197 -1.2147 -2.5228 0.512
C 4.5680 -2.0244 -1.8972 -0.806
C 5.3934 -2.8454 -2.6429 -0.723
C 5.2881 -2.8610 -4.0266 -0.427
C 4.3536 -2.0573 -4.6552 -0.812
C 3.5223 -1.2361 -3.9057 -0.242
C 3.8619 1.0794 -0.9777 0.835
C 4.5457 1.7893 -1.9529 -0.407
C 5.6407 2.5613 -1.6058 -0.885
C 6.0468 2.6340 -0.2823 -0.494
C 5.3520 1.9333 0.6926 -0.807
C 4.2640 1.1518 0.3472 -0.256
H 0.9912 -0.2792 -3.0848 0.404
H 1.2151 1.4704 -2.5938 0.100
H 3.2335 4.4399 0.1865 0.371
H 4.6653 5.9736 -1.1004 0.409
H 3.9011 6.8578 -3.2780 0.373
H 1.6891 6.1878 -4.1647 0.393
H 0.2550 4.6628 -2.8527 0.388
H -0.7371 5.9516 0.1774 0.364
H -0.9386 7.4165 2.1335 0.376
H 0.0687 6.7384 4.2965 0.355
H 1.2642 4.5797 4.4619 0.377
H 1.4562 3.1128 2.4843 0.290
H 4.6501 -2.0189 -0.8171 0.362
H 6.1099 -3.4839 -2.1451 0.424
H 5.9292 -3.5056 -4.6132 0.394
H 4.2670 -2.0662 -5.7335 0.407
H 2.7904 -0.6101 -4.3983 0.385
H 4.2385 1.7344 -2.9893 0.433
H 6.1638 3.1165 -2.3738 0.411
H 6.8996 3.2415 -0.0095 0.394
H 5.6565 1.9927 1.7285 0.415
H 3.7162 0.6037 1.1008 0.390
Cl -2.0798 -8.1140 -0.8965 -0.241
C -1.7380 -6.4642 -0.4440 0.390
C -1.9720 -6.0676 0.8640 -0.829
C -1.7001 -4.7602 1.2195 -0.513
C -1.1761 -3.8696 0.2843 0.592
C -0.9639 -4.2849 -1.0213 0.207
C -1.2480 -5.5894 -1.3941 -0.898
C -0.9352 -2.4745 0.7459 -0.353
O -1.6056 -1.9449 1.5934 -0.551
O 0.0389 -1.7616 0.1473 -0.596
H -2.3600 -6.7712 1.5838 0.441
H -1.8843 -4.4225 2.2280 0.491
H -0.5782 -3.5900 -1.7499 0.528
H -1.0771 -5.9247 -2.4058 0.427
O 1.3829 -2.6729 -1.7153 -0.589
B 1.4039 -2.1990 -0.3217 1.068
O 1.8890 -3.3147 0.4896 -0.839
C 2.3152 -4.2551 -0.3893 0.692
C 2.9467 -5.4457 -0.1242 -1.116
C 3.2666 -6.2608 -1.2142 -0.592
C 2.9563 -5.8879 -2.5112 -0.897
C 2.3121 -4.6769 -2.7784 -0.980
C 2.0076 -3.8788 -1.7041 1.333
H 3.1806 -5.7364 0.8890 0.528
H 3.7646 -7.2047 -1.0402 0.415
H 3.2234 -6.5425 -3.3293 0.411
H 2.0801 -4.3593 -3.7850 0.479
```

Properties
E_HOMO = -0.1844 Ha
frontier orbital gap = 7.2 eV
F_max = 1.0 eV Å⁻¹
energy above the lowest of the compared OMol25 structures with the same formula, charge and spin = 123.1 kJ/mol
charge = -1
LUMO level = 2.2 eV
total energy = -119881.238 eV